Record 1
C44H28N4PtTe as an isolated structure, computed with ωB97M-V with the def2-TZVPD basis set.

The geometry in ORCA input format:
```
! wB97M-V def2-TZVPD RIJCOSX def2/J DEFGRID3
* xyz -2 3
Pt 0.027 0.003 -0.376
C 5.130 -4.987 2.161
C 4.774 -5.263 0.849
C 3.879 -4.455 0.171
C 3.315 -3.337 0.792
C 3.686 -3.076 2.121
C 4.571 -3.885 2.797
C 2.383 -2.398 0.162
C 2.790 -1.054 0.155
C 4.140 -0.650 0.338
C 4.192 0.695 0.123
C 2.863 1.124 -0.143
N 2.032 0.035 -0.167
C 2.483 2.455 -0.374
C 1.153 2.846 -0.593
C 0.710 4.185 -0.722
C -0.659 4.171 -0.683
C -1.062 2.820 -0.555
C -2.380 2.375 -0.396
C -3.424 3.338 -0.021
C -3.999 3.207 1.246
C -4.990 4.066 1.671
C -5.439 5.080 0.835
C -4.874 5.224 -0.422
C -3.875 4.367 -0.846
C -2.790 1.037 -0.480
N -1.978 -0.053 -0.609
C -2.791 -1.139 -0.796
C -2.370 -2.475 -0.925
C -3.403 -3.508 -1.020
C -4.458 -3.541 -0.092
C -5.447 -4.500 -0.150
C -5.403 -5.498 -1.114
C -4.355 -5.500 -2.025
C -3.388 -4.514 -1.995
C -1.017 -2.865 -0.830
C -0.562 -4.209 -0.846
C 0.764 -4.197 -0.509
C 1.131 -2.844 -0.301
N 0.040 -2.042 -0.520
C -4.141 -0.703 -0.863
C -4.146 0.643 -0.634
N 0.054 2.017 -0.523
C 3.512 3.471 -0.152
C 4.206 3.445 1.064
C 5.210 4.347 1.337
C 5.544 5.329 0.414
C 4.847 5.387 -0.783
C 3.850 4.473 -1.067
H 5.832 -5.624 2.684
H 5.224 -6.111 0.343
H 3.647 -4.673 -0.863
H 3.253 -2.220 2.616
H 4.836 -3.661 3.824
H 4.962 -1.308 0.555
H 5.072 1.312 0.145
H 1.348 5.046 -0.801
H -1.326 5.012 -0.743
H -3.630 2.430 1.898
H -5.412 3.961 2.663
H -6.222 5.751 1.164
H -5.223 6.016 -1.077
H -3.446 4.478 -1.832
H -4.477 -2.806 0.699
H -6.258 -4.486 0.570
H -6.166 -6.268 -1.150
H -4.305 -6.283 -2.775
H -2.611 -4.516 -2.747
H -1.154 -5.083 -1.050
H 1.413 -5.050 -0.423
H -4.986 -1.325 -1.088
H -4.993 1.305 -0.612
H 3.921 2.706 1.799
H 5.730 4.306 2.284
H 6.328 6.046 0.630
H 5.098 6.163 -1.497
H 3.333 4.526 -2.016
Te -0.125 0.909 2.096
*
```

- E_tot: -2299.93126 Ha

=====

Record 2
C44H31BrF4N5O4PSZr as an isolated structure, computed with ωB97M-V with the def2-TZVPD basis set.

The geometry in ORCA input format:
```
! wB97M-V def2-TZVPD RIJCOSX def2/J DEFGRID3
* xyz 2 1
Zr -0.349 0.277 -0.116
F 4.481 -6.763 -0.606
C 3.621 -5.768 -0.704
C 2.521 -5.855 -1.555
F 2.324 -6.939 -2.286
C 1.628 -4.791 -1.671
F 0.631 -4.935 -2.542
C 1.793 -3.615 -0.945
P 0.748 -2.090 -1.139
C 1.728 -1.433 -2.541
C 1.784 -2.049 -3.788
C 2.570 -1.501 -4.789
C 3.304 -0.352 -4.550
C 3.267 0.254 -3.301
C 2.485 -0.285 -2.295
C -0.790 -2.886 -1.729
C -1.332 -3.816 -0.834
C -2.451 -4.545 -1.182
C -3.044 -4.348 -2.420
C -2.526 -3.411 -3.296
C -1.404 -2.672 -2.956
C 2.920 -3.542 -0.131
Br 3.283 -1.925 0.752
C 3.818 -4.588 0.013
F 4.866 -4.451 0.815
H 1.215 -2.944 -3.986
H 2.610 -1.978 -5.756
H 3.920 0.070 -5.329
H 3.860 1.135 -3.111
H 2.475 0.174 -1.301
H -0.839 -3.993 0.116
H -2.840 -5.288 -0.504
H -3.892 -4.948 -2.706
H -2.975 -3.275 -4.266
H -0.996 -1.961 -3.656
C -0.293 2.602 2.376
N -0.692 2.053 1.098
C -1.584 2.720 0.416
C -2.371 2.027 -0.531
C -3.262 2.448 -1.527
C -3.838 1.299 -2.053
C -3.277 0.217 -1.376
N -2.396 0.630 -0.442
C -1.194 2.047 3.476
C -2.208 1.139 3.196
C -3.055 0.705 4.205
C -2.916 1.196 5.491
C -1.908 2.104 5.776
C -1.042 2.514 4.777
H -0.399 3.695 2.366
H 0.754 2.365 2.592
H -1.783 3.773 0.622
H -3.450 3.466 -1.811
H -4.594 1.248 -2.810
H -3.505 -0.833 -1.512
H -2.382 0.796 2.178
H -3.837 0.000 3.970
H -3.599 0.888 6.266
H -1.808 2.508 6.772
H -0.266 3.230 5.000
N 2.325 0.626 2.432
C 1.299 -0.215 2.659
N 0.390 -0.511 1.745
C -0.587 -1.354 2.269
C -1.696 -1.844 1.573
C -2.562 -2.697 2.237
C -2.352 -3.037 3.573
C -1.275 -2.536 4.281
C -0.392 -1.700 3.616
S 1.060 -0.935 4.220
H 2.531 0.908 1.479
H 3.103 0.617 3.076
H -1.869 -1.559 0.528
H -3.415 -3.104 1.715
H -3.042 -3.709 4.056
H -1.119 -2.793 5.316
O 0.565 1.753 -1.314
C 0.015 1.222 -2.328
O -0.520 0.078 -2.138
C -0.069 1.803 -3.672
C -0.126 3.171 -3.949
C -0.328 3.601 -5.252
C -0.426 2.689 -6.293
C -0.338 1.333 -6.009
C -0.177 0.884 -4.714
N -0.431 0.327 -7.068
O -0.710 0.711 -8.170
O -0.224 -0.818 -6.736
H -0.044 3.878 -3.139
H -0.406 4.655 -5.467
H -0.570 3.008 -7.315
H -0.118 -0.176 -4.523
*
```

- E_tot: -6029.65527 Ha

=====

Calculated max |F|, 1.10; 2.09 eV/Å (same order as the records).